112
Properties=species:S:1:pos:R:3:forces:R:3 method="wB97M-V/def2-TZVPD" relative_energy_ev=0.843 lumo_ev=0.2 e_tot_ev=-157621.903 max_force_ev_per_a=0.75 orbital_gap_ev=6.303
Te -1.3142 3.5693 1.4189 -0.078 0.203 0.114
Br -0.9821 -5.9481 -1.7102 -0.021 -0.114 -0.049
P -1.9417 0.7440 -0.1402 0.200 0.320 -0.250
P 0.7908 1.7165 -0.1798 -0.271 0.148 -0.398
N 4.8895 -0.4637 0.6099 -0.051 -0.185 -0.037
N 2.5830 -1.1077 0.1923 0.107 -0.125 -0.359
N -2.3320 7.4065 -1.4942 0.017 -0.018 0.012
N -2.1957 -3.6685 -0.8124 -0.116 0.059 -0.025
N 0.0479 -4.2305 1.9008 0.138 0.182 0.063
N 1.6732 -5.2050 0.7150 -0.109 0.060 -0.164
N 3.2469 0.2022 1.9846 -0.126 0.028 -0.086
N 0.7839 -3.0356 0.0562 0.121 0.119 -0.016
C 5.4828 -0.4027 -0.7138 0.035 0.075 0.024
C -3.4238 -5.6536 -0.2674 0.070 0.033 0.014
C -4.3818 0.2760 -1.5367 0.030 -0.019 0.006
C -4.3727 -4.8948 0.3933 -0.048 0.104 0.037
C 2.7365 0.6135 -3.6340 -0.063 -0.037 -0.057
C 1.4769 4.2004 -1.3213 0.001 -0.018 -0.007
C 3.5151 -0.5118 0.8326 0.041 0.130 0.081
C -1.0796 -3.3819 2.1794 -0.107 -0.092 0.019
C -5.3654 0.5676 -2.4662 0.018 0.069 -0.054
C -3.2872 1.1242 -1.3495 -0.066 -0.102 0.080
C 1.7272 0.2166 -4.5096 0.042 0.018 0.056
C 1.5787 -2.8523 -1.1468 -0.051 -0.115 0.033
C -2.8989 0.5855 1.4186 0.032 -0.029 0.017
C 2.1885 5.3848 -1.4045 0.073 0.000 0.012
C 4.4748 0.5037 2.6872 0.002 0.063 0.053
C 0.4075 0.3079 -4.1039 -0.008 0.010 -0.001
C 2.8652 -2.0449 -0.8852 -0.149 0.042 0.080
C 2.4122 1.0769 -2.3730 0.046 -0.015 0.065
C 3.1723 5.6747 -0.4641 -0.033 -0.028 -0.018
C 1.0825 1.1750 -1.9454 0.112 0.076 0.189
C -4.8139 0.9463 2.8481 0.032 -0.009 -0.027
C -3.1130 -2.9526 -0.1590 -0.058 0.041 -0.108
C 0.0883 0.7849 -2.8335 -0.238 -0.024 -0.058
C -2.3613 -4.9657 -0.8406 0.116 -0.028 -0.003
C -4.1450 0.3726 3.9190 0.022 -0.018 -0.002
C -3.2027 2.2687 -2.1339 -0.029 0.051 -0.018
C -3.2170 6.4374 -1.2691 -0.048 -0.032 0.004
C 0.8661 -4.0673 0.8048 -0.049 -0.073 0.025
C -0.8419 6.2748 0.0100 -0.061 0.041 0.034
C -4.1873 2.5655 -3.0704 0.052 0.014 0.016
C -5.2705 1.7197 -3.2401 -0.012 -0.052 0.041
C 3.4358 4.7755 0.5580 -0.013 -0.015 -0.015
C -0.9480 2.2263 -0.1180 0.185 -0.649 0.321
C 2.0716 -0.0960 2.7673 -0.023 -0.001 0.055
C 3.0663 -5.1375 0.3167 0.045 -0.053 0.046
C 1.4252 -6.0713 1.8627 -0.020 -0.031 -0.031
C 0.0861 -5.5848 2.3934 -0.041 -0.031 0.023
C 2.7185 3.5864 0.6363 0.034 -0.021 0.048
C -1.7671 5.2634 0.2291 0.023 0.030 -0.102
C 1.7382 3.2873 -0.3008 -0.113 0.009 0.057
C -2.8481 -0.0946 3.7455 -0.033 0.020 -0.016
C -4.1946 1.0549 1.6098 -0.100 0.012 0.010
C -1.1707 7.3120 -0.8520 0.024 0.028 0.026
C -2.2402 0.0079 2.5041 0.048 -0.018 0.024
C -2.9897 5.3610 -0.4241 0.027 0.055 -0.048
C -4.2150 -3.5145 0.4582 -0.054 -0.102 -0.054
C 5.4962 0.4565 1.5651 0.008 -0.005 0.015
Li 0.4738 -0.9334 -0.0660 0.212 -0.161 0.224
H -6.2075 -0.1019 -2.5864 -0.017 -0.009 -0.008
H 0.9450 -2.2895 -1.8449 0.045 0.054 -0.054
H -3.4918 -6.7285 -0.3377 0.001 -0.017 -0.007
H -2.3119 -0.5360 4.5762 0.003 -0.012 0.018
H -4.7255 1.5213 0.7894 0.023 0.010 0.018
H 1.9730 6.0887 -2.1982 -0.007 0.015 -0.014
H -3.7525 4.6046 -0.2935 -0.014 -0.009 0.002
H 3.7745 0.5625 -3.9414 0.009 0.011 -0.009
H 0.0334 -5.6128 3.4830 -0.010 -0.021 -0.005
H -0.4556 8.1055 -1.0397 0.025 0.038 -0.012
H -1.1018 -2.5680 1.4604 0.057 -0.009 0.059
H 5.6245 1.4459 1.1078 -0.021 -0.002 -0.001
H 5.3460 0.5850 -1.1693 -0.009 0.004 -0.015
H 3.2042 1.3923 -1.7019 -0.001 0.004 0.023
H -1.0235 -2.9686 3.1890 0.024 -0.004 0.024
H -0.3898 0.0218 -4.7783 -0.009 -0.018 -0.001
H -0.7487 -6.1761 1.9928 -0.006 0.015 -0.015
H 5.0784 -1.1540 -1.3776 -0.034 -0.041 -0.017
H 4.6831 -0.2480 3.4611 0.011 -0.019 -0.026
H 2.2165 -5.9528 2.6132 -0.011 0.044 0.009
H 3.7261 6.6024 -0.5278 0.014 0.016 -0.003
H 3.6352 -4.4258 0.9274 0.008 -0.006 0.010
H -4.1624 6.5227 -1.7934 -0.037 0.014 -0.022
H -4.4860 -0.6180 -0.9373 0.007 -0.065 0.057
H -4.1037 3.4681 -3.6623 -0.001 0.021 -0.020
H -5.2216 -5.3778 0.8598 -0.007 0.009 0.003
H -0.9586 0.8669 -2.5586 0.165 0.021 -0.033
H 4.4239 1.4836 3.1647 0.016 -0.022 0.031
H 3.1881 -4.8836 -0.7302 -0.026 0.015 -0.022
H 3.6858 -2.7165 -0.6196 0.050 -0.008 0.043
H 1.2134 -0.2145 2.1128 0.057 0.041 0.015
H -4.6287 0.2933 4.8836 0.000 0.004 0.021
H 0.1288 6.2536 0.4869 0.022 -0.008 0.004
H -2.3553 2.9283 -1.9810 -0.023 0.000 -0.030
H -5.8179 1.3292 2.9783 -0.022 -0.004 0.007
H 1.7996 -3.7842 -1.6729 -0.001 -0.002 0.008
H 2.9084 2.8815 1.4387 0.011 0.001 -0.005
H 3.1287 -1.5418 -1.8207 0.008 0.010 -0.002
H -2.9235 -1.8865 -0.1167 -0.026 0.009 -0.022
H 4.1952 5.0013 1.2961 0.006 0.004 0.019
H 6.4721 0.0923 1.8870 -0.002 0.028 0.005
H 3.4970 -6.1287 0.4591 0.005 0.024 -0.008
H 1.8611 0.7385 3.4366 0.026 0.009 0.004
H 6.5541 -0.5838 -0.6149 -0.019 0.006 0.003
H -6.0388 1.9534 -3.9652 -0.016 0.001 -0.021
H 0.7010 3.9781 -2.0446 -0.019 -0.001 -0.005
H -2.0186 -3.9381 2.0846 0.051 0.001 0.043
H 2.2025 -1.0109 3.3601 0.003 -0.014 0.003
H 1.9725 -0.1478 -5.4986 0.005 -0.005 -0.012
H 1.3959 -7.1166 1.5522 0.031 0.008 0.034
H -4.9234 -2.8865 0.9792 -0.029 0.020 0.026
H -1.2211 -0.3511 2.3811 -0.035 0.023 -0.017